Entry 1:
The following is a quantum chemistry calculation of C44H51EuN8O2PS6Se as an isolated structure in a non-equilibrium geometry, from the OMol25 dataset.

Summary:
<S²>: 12.16
gap between HOMO and LUMO (spin up / spin down): 0.119 / 0.116 Ha
HOMO (spin up / spin down): -0.095 / -0.155 hartree

Structure (ORCA input):
```
! RIJCOSX wB97M-V def2-TZVPD def2/J DEFGRID3
* xyz -1 7
Eu -2.923 15.875 5.933
Se 2.199 18.500 11.931
N 2.417 18.062 10.201
C 1.191 17.724 9.681
C 0.979 17.339 8.256
C 1.993 16.986 7.461
C 1.772 16.659 6.138
C 0.453 16.592 5.719
N -0.582 16.850 6.511
C -0.338 17.230 7.831
C -1.372 17.257 8.839
N -2.562 16.885 8.271
C -3.598 16.717 9.085
C -3.435 16.859 10.473
C -2.285 17.360 10.982
C -1.207 17.693 10.170
C 0.164 17.967 10.687
N 0.365 18.313 11.905
H 2.926 16.845 8.004
H 2.507 16.380 5.431
H 0.208 16.243 4.636
H -4.555 16.587 8.692
H -4.220 16.577 11.149
H -2.127 17.497 12.051
S -3.642 17.198 3.809
C 1.739 21.890 5.241
C 1.690 22.172 3.728
N 1.937 22.762 2.731
C 2.034 22.867 6.112
S 1.358 22.413 7.467
C 2.398 24.166 5.207
N 2.300 24.723 4.122
C -8.624 18.820 7.323
C -7.952 19.547 8.260
N -7.084 20.600 7.944
C -6.994 21.500 8.971
C -7.921 21.348 10.075
S -8.886 19.961 9.998
C -5.877 22.408 8.989
C -6.099 23.690 9.282
S -4.588 24.336 9.125
C -3.784 22.816 8.755
N -4.660 21.839 8.773
C -2.298 22.375 8.660
H 1.653 20.911 5.767
H -9.687 18.656 7.073
H -4.946 8.491 2.957
H -8.086 22.069 10.906
H -7.005 24.260 9.433
H -2.454 21.341 8.466
H -1.867 22.457 9.686
H -1.805 22.828 7.796
H -4.708 16.347 4.350
C -5.408 14.603 14.486
O -5.463 15.884 13.731
C -6.514 16.023 12.762
S -7.812 15.108 12.874
S -6.272 17.113 11.532
H -5.195 13.828 13.784
H -6.327 14.315 15.016
H -4.587 14.781 15.175
O -4.370 14.252 6.315
P -5.647 13.354 6.805
C -5.292 12.699 8.405
C -6.671 12.215 8.999
C -6.865 12.808 10.372
C -5.762 12.730 11.381
C -4.654 13.684 10.718
C -4.629 13.837 9.170
C -5.457 11.790 5.865
C -6.510 10.692 6.198
C -6.051 9.298 6.728
C -4.712 8.727 6.193
C -3.750 9.936 6.476
C -4.008 11.385 5.878
C -7.019 14.265 6.545
C -7.371 15.668 6.897
C -8.815 15.601 7.246
C -9.498 15.496 5.964
C -8.936 14.393 4.913
C -8.102 13.512 6.025
H -4.611 11.811 8.317
H -6.755 11.116 8.922
H -7.498 12.674 8.403
H -7.920 12.630 10.649
H -6.960 13.907 10.259
H -5.387 11.721 11.485
H -6.038 13.263 12.273
H -3.625 13.442 10.907
H -4.657 14.720 11.061
H -3.620 14.073 8.898
H -5.146 14.749 8.903
H -5.717 12.219 4.806
H -7.018 10.561 5.265
H -7.225 11.010 6.957
H -6.702 8.500 6.267
H -5.970 9.297 7.758
H -4.878 8.476 5.127
H -4.350 7.943 6.809
H -2.683 9.782 6.420
H -3.882 10.129 7.574
H -3.787 11.379 4.792
H -3.245 11.936 6.448
H -1.562 14.227 5.495
H -7.286 16.412 6.210
H -6.664 16.068 7.755
H -9.164 16.482 7.729
H -9.011 14.687 7.826
H -9.527 16.393 5.347
H -10.507 15.206 6.145
H -8.065 14.822 4.447
H -9.882 13.983 4.276
H -7.779 12.597 5.725
H -8.915 13.500 6.799
*
```



Entry 2:
The following is a quantum chemistry calculation of C44H52BiN8O3 as an isolated structure, from the OMol25 dataset.

Summary:
gap between HOMO and LUMO: 0.239 Ha
HOMO: -0.381 hartree

Structure (ORCA input):
```
! RIJCOSX wB97M-V def2-TZVPD def2/J DEFGRID3
* xyz 1 1
Bi -1.906 0.203 0.540
N -3.686 -1.882 0.764
N -2.893 -2.994 0.490
C -1.575 -2.877 0.122
O -0.936 -3.846 -0.212
O -1.053 -1.657 0.143
H -4.055 -1.937 1.709
H -4.440 -1.800 0.089
H -3.303 -3.910 0.395
C 3.903 -2.310 -0.722
C 3.938 -0.898 -0.139
C 5.296 -0.578 0.487
C 3.552 0.148 -1.178
C 4.204 0.159 -2.363
C 4.006 0.918 -3.581
C 2.889 1.541 -3.958
C 1.640 1.701 -3.130
C 0.661 2.653 -3.874
C 0.210 2.067 -5.213
C 1.235 4.053 -4.073
C 2.563 1.140 -0.800
N 2.139 1.092 0.420
C 1.963 1.955 1.357
C 1.367 1.809 2.655
C 2.106 2.592 3.585
C 2.066 2.390 4.936
C 1.252 1.351 5.399
C 0.454 0.639 4.541
C 0.394 0.886 3.142
N -0.614 0.312 2.426
C -1.458 -0.602 3.146
C -2.692 -0.125 3.652
C -3.581 -1.053 4.197
C -3.287 -2.402 4.235
C -2.063 -2.842 3.763
C -1.112 -1.969 3.241
C 0.224 -2.647 2.895
C 1.274 -1.983 2.001
C 0.917 -3.079 4.199
C -3.183 1.332 3.748
C -2.165 2.469 3.784
C -4.296 1.671 2.745
H 4.065 -3.041 0.070
H 4.685 -2.462 -1.469
H 2.943 -2.525 -1.194
H 3.190 -0.858 0.654
H 6.090 -0.611 -0.262
H 5.538 -1.307 1.260
H 5.306 0.414 0.942
H 5.011 -0.563 -2.440
H 4.816 0.859 -4.297
H 2.870 1.958 -4.957
H -0.229 2.733 -3.247
H 0.985 2.134 -5.978
H -0.648 2.630 -5.583
H -0.093 1.022 -5.128
H 2.159 4.030 -4.654
H 1.444 4.562 -3.132
H 0.525 4.670 -4.625
H 2.559 2.864 1.267
H 2.776 3.345 3.189
H 2.666 2.985 5.608
H 1.221 1.114 6.455
H -0.199 -0.110 4.961
H -4.518 -0.696 4.610
H -3.997 -3.106 4.651
H -1.822 -3.898 3.807
H -0.071 -3.563 2.372
H 1.786 -1.165 2.506
H 0.875 -1.634 1.054
H 2.031 -2.740 1.782
H 1.400 -2.225 4.679
H 1.692 -3.814 3.978
H 0.226 -3.524 4.914
H -3.671 1.344 4.727
H -1.702 2.649 2.813
H -1.373 2.294 4.509
H -2.684 3.384 4.074
H -3.893 1.983 1.778
H -4.881 2.516 3.110
H -4.980 0.836 2.584
N -1.336 -3.379 -4.913
C -2.596 -2.905 -4.859
O -3.557 -3.438 -5.376
C -2.794 -1.624 -4.086
C -3.349 -0.514 -4.705
C -3.624 0.608 -3.941
C -3.361 0.561 -2.583
N -2.833 -0.501 -1.972
C -2.546 -1.570 -2.723
H -1.178 -4.240 -5.412
H -0.540 -2.874 -4.548
H -3.571 -0.538 -5.764
H -4.048 1.499 -4.382
H -3.579 1.423 -1.959
H -2.090 -2.420 -2.227
N 1.469 -1.699 -4.286
C 1.261 -0.775 -3.631
C 0.964 0.379 -2.843
C 2.050 2.265 -1.720
C 0.936 3.008 -1.062
C -0.174 2.358 -0.704
N -0.445 1.015 -0.903
C 0.110 0.165 -1.816
H 2.917 2.923 -1.859
H 1.023 4.065 -0.856
H -0.944 2.894 -0.150
H -0.216 -0.854 -1.678
*
```



Entry 3:
The following is a quantum chemistry calculation of C44H52N5O4SeW as an isolated structure in a non-equilibrium geometry, from the OMol25 dataset.

Summary:
gap between HOMO and LUMO: 0.186 Ha
HOMO: -0.596 hartree

Structure (ORCA input):
```
! RIJCOSX wB97M-V def2-TZVPD def2/J DEFGRID3
* xyz 3 1
W -1.247 -0.177 -0.853
C 0.291 0.865 6.901
C 0.532 -0.283 5.921
C 2.046 -0.474 5.739
C -0.084 -1.565 6.504
C -0.079 -0.006 4.552
C -0.031 -1.003 3.571
C -0.544 -0.744 2.322
Se -0.532 -2.054 0.922
C 1.271 -2.034 0.258
C 2.174 -3.026 0.551
C 3.437 -3.005 -0.064
C 3.703 -1.998 -0.984
C 2.808 -0.974 -1.328
C 1.603 -1.029 -0.655
O 0.556 -0.097 -0.841
C 3.136 0.101 -2.367
C 4.576 -0.022 -2.869
C 2.195 -0.090 -3.570
C 2.966 1.501 -1.760
C 4.450 -4.088 0.289
C 4.752 -4.001 1.793
C 5.758 -3.928 -0.487
C 3.845 -5.462 -0.042
C -1.142 0.488 2.047
O -1.600 0.645 0.733
C -1.236 1.510 2.978
C -0.674 1.209 4.225
C -1.909 2.850 2.668
C -3.376 2.607 2.279
C -1.164 3.559 1.525
C -1.889 3.774 3.887
H 0.718 0.603 7.868
H -0.773 1.054 7.055
H 0.773 1.789 6.577
H 2.506 -0.697 6.702
H 2.512 0.431 5.343
H 2.274 -1.303 5.066
H 0.311 -1.735 7.505
H 0.157 -2.449 5.911
H -1.169 -1.485 6.581
H 0.415 -1.964 3.793
H 1.915 -3.819 1.240
H 4.662 -1.998 -1.476
H 4.755 -0.970 -3.377
H 5.297 0.086 -2.058
H 4.771 0.773 -3.587
H 2.270 -1.100 -3.973
H 2.458 0.610 -4.365
H 1.149 0.078 -3.297
H 3.642 1.642 -0.917
H 1.949 1.695 -1.412
H 3.209 2.256 -2.509
H 5.190 -3.036 2.053
H 5.463 -4.779 2.068
H 3.857 -4.149 2.401
H 6.249 -2.977 -0.271
H 5.609 -4.015 -1.565
H 6.446 -4.719 -0.192
H 2.956 -5.677 0.554
H 4.575 -6.241 0.177
H 3.582 -5.536 -1.098
H -0.715 1.974 4.984
H -3.466 2.085 1.324
H -3.893 3.562 2.183
H -3.893 2.023 3.041
H -1.180 2.983 0.596
H -0.124 3.750 1.795
H -1.638 4.520 1.324
H -2.444 3.354 4.727
H -2.363 4.719 3.622
H -0.873 4.002 4.213
O -1.245 -1.609 -2.191
N -2.225 -2.496 -2.297
N -3.181 -2.180 -1.544
O -3.046 -1.088 -0.795
C -4.375 -2.956 -1.431
C -5.321 -2.575 -0.483
C -6.471 -3.336 -0.384
C -6.654 -4.437 -1.213
C -5.691 -4.793 -2.154
C -4.532 -4.053 -2.278
H -5.165 -1.721 0.159
H -7.226 -3.071 0.342
H -7.557 -5.027 -1.126
H -5.846 -5.650 -2.794
H -3.781 -4.317 -3.009
N 0.212 7.311 -8.274
C -0.156 6.586 -7.464
C -0.607 5.682 -6.445
C -1.205 6.184 -5.289
C -1.628 5.314 -4.300
C -1.449 3.954 -4.492
C -0.872 3.433 -5.640
C -0.444 4.309 -6.622
N -1.880 3.044 -3.457
C -3.117 3.054 -2.834
C -3.121 2.039 -1.946
N -1.884 1.392 -2.025
C -1.160 2.057 -2.958
H -1.328 7.251 -5.168
H -2.072 5.697 -3.390
H -0.789 2.364 -5.789
H 0.002 3.935 -7.533
H -3.877 3.767 -3.104
H -3.896 1.709 -1.276
H -0.143 1.844 -3.248
*
```



Entry 4:
The following is a quantum chemistry calculation of a 6-piece molecular cluster, C44H53F41N3O6 overall in a non-equilibrium geometry, from the OMol25 dataset.

Summary:
gap between HOMO and LUMO: 0.218 Ha
HOMO: -0.383 hartree

Structure (ORCA input):
```
! RIJCOSX wB97M-V def2-TZVPD def2/J DEFGRID3
* xyz 1 1
C -5.641 0.581 -2.681
C -5.208 -1.013 -2.895
C -3.599 -1.215 -2.579
C -2.624 -0.291 -3.541
O -1.288 -0.279 -2.925
N -0.523 0.730 -3.374
C 0.568 0.273 -4.316
C 1.919 -0.305 -3.590
F 2.956 0.761 -3.325
C -0.016 1.631 -2.272
N 0.762 2.727 -2.664
N -0.298 1.511 -0.793
C 0.289 0.264 -0.172
C 0.679 0.394 1.415
C 0.156 -0.999 2.174
C -1.477 -1.151 2.206
C -1.755 1.719 -0.445
C -1.970 2.706 0.888
C -3.314 2.632 1.858
C -3.369 3.645 3.182
C -2.122 4.703 3.530
C -2.121 5.686 4.858
C -0.787 4.821 2.532
C -0.762 3.802 1.230
H -5.307 0.940 -1.611
H -5.155 1.241 -3.527
H -6.810 0.682 -2.807
H -5.472 -1.335 -3.997
H -5.881 -1.650 -2.158
H -3.448 -0.988 -1.429
H -3.398 -2.385 -2.702
H -3.016 0.822 -3.674
H -2.522 -0.866 -4.572
H 0.109 -0.635 -4.939
H 0.786 1.115 -5.124
H 2.440 -1.029 -4.385
H 1.731 -0.963 -2.639
H 1.679 2.977 -2.231
H 0.311 3.344 -3.395
H -0.487 -0.608 -0.356
H 1.309 0.035 -0.747
H 0.163 1.277 1.983
H 1.848 0.490 1.610
H 0.621 -1.904 1.574
H 0.542 -1.057 3.288
H -1.700 -2.230 2.659
H -2.037 -0.374 2.879
H -1.987 -1.128 1.147
H -2.387 0.722 -0.366
H -2.241 2.331 -1.344
H -4.170 1.874 1.579
H -4.338 3.577 3.875
H -2.521 6.768 4.651
H -0.996 5.680 5.256
H -2.740 5.106 5.691
H 0.101 5.589 2.734
H 0.186 3.859 0.539
C 4.699 6.138 -0.458
C 6.195 6.076 -0.804
C 6.622 6.954 -1.978
F 5.995 6.625 -3.127
F 7.954 6.815 -2.217
F 6.555 4.780 -0.995
F 6.882 6.491 0.306
O 3.876 5.102 -1.005
C 3.442 5.313 -2.347
C 4.033 4.295 -3.333
F 5.391 4.292 -3.302
F 3.676 4.588 -4.612
F 3.693 6.597 -2.697
F 2.087 5.192 -2.323
H 4.627 5.992 0.627
H 4.270 7.133 -0.628
H 6.433 8.010 -1.770
H 3.691 3.283 -3.102
C -1.989 -6.442 -4.130
C -2.291 -5.124 -3.400
C -2.002 -5.136 -1.901
F -2.727 -6.064 -1.241
F -2.318 -3.936 -1.344
F -3.574 -4.755 -3.657
F -1.507 -4.157 -3.973
O -3.097 -7.323 -4.337
C -3.424 -8.162 -3.231
C -4.795 -7.836 -2.619
F -4.880 -6.538 -2.231
F -5.027 -8.588 -1.510
F -2.417 -8.115 -2.327
F -3.431 -9.432 -3.716
H -1.673 -6.167 -5.144
H -1.123 -6.966 -3.709
H -0.942 -5.321 -1.705
H -5.598 -8.025 -3.338
C 3.149 -9.244 -0.963
C 2.146 -8.507 -1.864
C 1.704 -7.139 -1.352
F 1.093 -7.207 -0.150
F 0.805 -6.578 -2.205
F 1.081 -9.318 -2.102
F 2.752 -8.328 -3.080
O 2.603 -10.211 -0.061
C 2.092 -9.683 1.162
C 0.570 -9.846 1.292
F -0.091 -9.275 0.252
F 0.108 -9.245 2.421
F 2.499 -8.399 1.295
F 2.712 -10.376 2.155
H 3.789 -9.833 -1.632
H 3.842 -8.560 -0.459
H 2.552 -6.454 -1.271
H 0.292 -10.904 1.325
C -1.785 -3.874 6.038
C -1.036 -4.201 4.737
C -0.397 -5.586 4.691
F 0.520 -5.768 5.665
F 0.256 -5.772 3.512
F -0.123 -3.224 4.491
F -1.947 -4.121 3.717
O -1.061 -3.126 7.019
C -0.202 -3.895 7.860
C 1.285 -3.575 7.645
F 1.659 -3.750 6.352
F 2.074 -4.394 8.390
F -0.488 -5.209 7.703
F -0.555 -3.585 9.136
H -2.616 -3.215 5.758
H -2.273 -4.755 6.474
H -1.152 -6.373 4.776
H 1.506 -2.540 7.920
C 0.819 10.685 -1.159
C 0.086 11.548 -0.121
C 0.988 12.233 0.902
F 1.701 11.353 1.636
F 0.246 12.955 1.785
F -0.874 10.800 0.483
F -0.587 12.523 -0.811
O 0.888 9.282 -0.886
C 1.936 8.883 -0.004
C 1.416 8.330 1.330
F 0.615 9.221 1.970
F 2.442 8.053 2.179
F 2.800 9.914 0.152
F 2.628 7.914 -0.662
H 0.233 10.749 -2.084
H 1.799 11.097 -1.430
H 1.684 12.923 0.416
H 0.840 7.413 1.175
*
```